[1]
Below is a 2-piece molecular cluster, C5H9Cl overall at a distorted geometry, with properties calculated with the ωB97M-V functional and the def2-TZVPD basis.

Structure (XYZ):
```
15
C5H9Cl (the ωB97M-V functional and the def2-TZVPD basis)
C -0.38 -0.60 1.29
C 0.10 -0.78 -0.05
C -0.95 0.21 0.10
C 1.46 -0.58 -0.61
C -0.60 1.77 -0.07
Cl -2.58 -0.37 -0.22
H -0.86 -1.49 1.77
H 0.40 -0.15 1.91
H -0.23 -2.75 -1.19
H 2.07 0.40 -0.27
H 1.27 -0.33 -1.68
H 2.03 -1.43 -0.42
H -1.52 2.18 -0.60
H 0.24 1.76 -0.85
H -0.45 2.14 0.89
```

Calculated values
LUMO level (alpha / beta) (Eh): -0.00749 / -0.01193
HOMO (alpha / beta) (Ha): -0.36165 / -0.31443
Orbital gap (alpha / beta) (Eh): 0.354 / 0.303
Energy above the lowest of the compared OMol25 structures with the same formula, charge and spin (kcal per mole): 137.2

Mulliken atomic charge list, values in e, 2 entries: atom 1 (C): -1.027, atom 2 (C): 0.370

=====

[2]
Below is a 9-piece molecular cluster, C24H66O9 overall at a distorted geometry, with properties calculated with the ωB97M-V functional and the def2-TZVPD basis.

Structure (XYZ):
```
99
C24H66O9 (the ωB97M-V functional and the def2-TZVPD basis)
C -3.16 -32.26 -19.23
C -1.82 -32.10 -18.47
C -1.74 -32.92 -17.16
O -0.76 -32.61 -19.31
H -3.21 -31.39 -19.88
H -3.99 -32.25 -18.52
H -3.12 -33.18 -19.81
H -1.75 -31.06 -18.18
H -1.32 -33.92 -17.19
H -2.66 -33.05 -16.59
H -0.97 -32.44 -16.56
H 0.07 -32.42 -18.87
C 10.74 -39.44 -9.48
C 11.96 -39.03 -8.63
C 13.18 -38.43 -9.45
O 11.61 -37.94 -7.89
H 10.28 -38.56 -9.93
H 9.90 -39.83 -8.92
H 10.98 -40.28 -10.12
H 12.26 -39.79 -7.91
H 13.83 -39.29 -9.62
H 13.66 -37.68 -8.82
H 12.80 -37.91 -10.33
H 10.72 -38.11 -7.56
C 9.30 -40.26 -17.32
C 9.25 -38.94 -18.19
C 9.98 -39.02 -19.55
O 7.88 -38.81 -18.47
H 9.06 -41.12 -17.95
H 8.62 -40.27 -16.47
H 10.29 -40.50 -16.94
H 9.47 -38.00 -17.69
H 10.96 -39.49 -19.44
H 10.08 -38.02 -19.98
H 9.52 -39.68 -20.29
H 7.61 -39.52 -19.06
C 0.24 -40.10 -17.94
C -0.82 -40.45 -19.05
C -1.77 -39.26 -19.46
O -0.24 -40.92 -20.23
H 1.09 -40.77 -17.91
H -0.26 -40.14 -16.98
H 0.64 -39.09 -18.04
H -1.42 -41.26 -18.64
H -1.27 -38.32 -19.69
H -2.31 -38.88 -18.59
H -2.54 -39.45 -20.21
H -0.91 -41.39 -20.74
C 6.37 -33.98 -7.07
C 6.83 -34.44 -5.73
C 5.98 -33.83 -4.58
O 6.73 -35.84 -5.69
H 6.15 -32.91 -7.07
H 5.52 -34.57 -7.43
H 7.18 -34.14 -7.78
H 7.85 -34.15 -5.47
H 6.52 -34.00 -3.65
H 5.00 -34.29 -4.45
H 5.80 -32.76 -4.50
H 5.87 -36.09 -6.04
C 7.46 -32.49 -23.33
C 8.64 -31.52 -23.49
C 8.44 -30.35 -24.43
O 8.74 -30.88 -22.28
H 7.50 -33.04 -24.27
H 6.48 -32.05 -23.23
H 7.62 -33.12 -22.45
H 9.61 -31.97 -23.73
H 8.15 -30.70 -25.42
H 9.36 -29.78 -24.49
H 7.57 -29.82 -24.03
H 7.89 -30.42 -22.23
C 1.16 -39.28 -9.15
C 0.10 -39.84 -8.16
C 0.26 -39.37 -6.78
O -1.16 -39.42 -8.70
H 2.22 -39.52 -9.03
H 1.02 -38.20 -9.01
H 0.83 -39.55 -10.15
H 0.22 -40.92 -8.14
H 1.14 -39.66 -6.21
H -0.55 -39.78 -6.17
H 0.29 -38.29 -6.63
H -1.87 -39.89 -8.26
C 5.89 -35.22 -13.97
C 5.65 -34.07 -14.98
O 4.74 -34.45 -15.99
H 5.02 -35.38 -13.34
H 6.76 -35.15 -13.31
H 6.09 -36.15 -14.51
H 6.55 -33.79 -15.54
H 5.30 -33.15 -14.53
H 5.14 -35.12 -16.55
C 4.37 -28.23 -19.17
O 4.47 -27.90 -20.57
H 3.58 -28.97 -19.02
H 5.32 -28.59 -18.79
H 4.13 -27.30 -18.65
H 3.62 -27.76 -21.00
```

Calculated values
LUMO level (Eh): 0.01480
HOMO (Ha): -0.35633
Orbital gap (Eh): 0.371
Energy above the lowest of the compared OMol25 structures with the same formula, charge and spin (kcal per mole): 113.7
SMILES string: CC(C)O.CC(C)O.CC(C)O.CC(C)O.CC(C)O.CC(C)O.CC(C)O.CCO.CO

Mulliken atomic charge list, values in e, 2 entries: atom 1 (C): -1.225, atom 2 (C): 0.606